[1]
16
Properties=species:S:1:pos:R:3 method="wB97M-V/def2-TZVPD" de_lowest_kcal_mol=24.4 total_charge=0 energy_ev=-4341.4681 gap_ev=12.14
C 1.225 2.239 0.561
C -0.133 2.148 1.165
H 1.274 2.790 -0.492
H 1.906 2.728 1.286
H 1.748 1.268 0.451
H -0.791 1.305 0.727
H -0.690 3.093 1.213
H -0.173 1.881 2.256
C -1.203 -2.123 -1.152
C 0.141 -2.258 -0.604
H -1.106 -1.537 -2.144
H -1.723 -3.134 -1.446
H -1.977 -1.474 -0.666
H 0.464 -1.341 -0.040
H 0.924 -2.637 -1.165
H -0.039 -2.983 0.198



[2]
16
Properties=species:S:1:pos:R:3 method="wB97M-V/def2-TZVPD" de_lowest_kcal_mol=35.5 total_charge=0 energy_ev=-4340.9896 gap_ev=12.05
C 0.368 0.978 1.793
C 0.928 2.319 1.023
H 0.679 0.011 1.441
H 0.724 1.010 2.707
H -0.753 0.964 1.838
H 0.672 2.095 -0.074
H 2.030 2.567 0.998
H 0.394 3.158 1.329
C -0.759 -1.572 -2.096
C -0.418 -1.696 -0.655
H -1.531 -2.232 -2.444
H -1.314 -0.497 -2.108
H 0.056 -1.867 -2.737
H 0.287 -0.957 -0.235
H 0.038 -2.701 -0.554
H -1.401 -1.579 -0.224



[3]
16
Properties=species:S:1:pos:R:3 method="wB97M-V/def2-TZVPD" de_lowest_kcal_mol=17.7 total_charge=0 energy_ev=-4341.7622 gap_ev=12.20
C -0.074 -1.642 0.682
C 0.578 -2.537 -0.351
H -1.124 -1.566 0.379
H -0.177 -2.187 1.632
H 0.273 -0.651 0.949
H -0.216 -3.190 -0.707
H 1.446 -3.114 -0.030
H 1.026 -1.993 -1.189
C -0.881 2.197 0.213
C 0.363 1.944 -0.579
H -0.997 1.787 1.225
H -0.740 3.193 0.702
H -1.834 2.258 -0.299
H 0.240 2.331 -1.590
H 1.217 2.427 -0.099
H 0.755 0.921 -0.635



[4]
16
Properties=species:S:1:pos:R:3 method="wB97M-V/def2-TZVPD" de_lowest_kcal_mol=52.0 total_charge=0 energy_ev=-4340.2732 gap_ev=11.70
C -0.307 -1.533 -2.001
C 0.198 -0.021 -2.060
H -0.788 -1.747 -0.959
H -1.186 -1.765 -2.653
H 0.497 -2.074 -2.535
H -0.631 0.586 -1.379
H 1.210 0.180 -1.860
H -0.106 0.454 -2.968
C 0.019 0.357 1.396
C 0.150 1.155 2.722
H -0.954 -0.110 0.980
H 0.045 1.213 0.594
H 0.982 -0.210 1.097
H 0.957 0.572 3.084
H -0.711 0.970 3.434
H 0.326 2.184 2.821



[5]
16
Properties=species:S:1:pos:R:3 method="wB97M-V/def2-TZVPD" de_lowest_kcal_mol=12.3 total_charge=0 energy_ev=-4341.9928 gap_ev=12.52
C -0.090 -1.560 -1.947
C -0.049 -0.286 -2.786
H -1.072 -1.889 -1.659
H 0.444 -2.380 -2.442
H 0.409 -1.392 -0.997
H 0.430 -0.546 -3.724
H -1.060 0.083 -3.038
H 0.314 0.594 -2.241
C 0.118 1.534 1.941
C 0.064 0.275 2.783
H -0.859 1.870 1.559
H 0.616 2.376 2.364
H 0.740 1.275 1.042
H -0.346 0.489 3.777
H 1.072 -0.092 2.976
H -0.732 -0.351 2.393



[6]
16
Properties=species:S:1:pos:R:3 method="wB97M-V/def2-TZVPD" de_lowest_kcal_mol=23.7 total_charge=0 energy_ev=-4341.4993 gap_ev=11.95
C -0.455 -0.922 1.825
C 0.949 -1.053 2.260
H -0.728 -1.755 1.173
H -1.154 -1.184 2.675
H -0.801 0.079 1.587
H 1.573 -1.234 1.364
H 1.249 -2.040 2.637
H 1.443 -0.278 2.832
C -0.257 0.568 -1.454
C -0.115 1.548 -2.630
H -0.786 0.964 -0.584
H -1.079 -0.111 -1.743
H 0.475 -0.218 -1.239
H -1.109 1.859 -2.924
H 0.515 1.245 -3.467
H 0.280 2.530 -2.313



[7]
16
Properties=species:S:1:pos:R:3 method="wB97M-V/def2-TZVPD" de_lowest_kcal_mol=34.9 total_charge=0 energy_ev=-4341.0144 gap_ev=12.29
C -1.861 -0.243 -1.095
C -2.473 0.903 -0.310
H -2.640 -0.976 -1.253
H -1.560 0.165 -2.043
H -1.065 -0.871 -0.534
H -3.484 0.540 -0.056
H -1.718 1.048 0.502
H -2.429 1.825 -0.804
C 2.600 -0.806 1.032
C 1.686 0.263 0.402
H 2.796 -1.802 0.392
H 3.604 -0.245 1.307
H 2.238 -1.401 2.021
H 0.775 0.489 0.982
H 1.284 -0.048 -0.641
H 2.249 1.160 0.098



[8]
16
Properties=species:S:1:pos:R:3 method="wB97M-V/def2-TZVPD" de_lowest_kcal_mol=21.1 total_charge=0 energy_ev=-4341.6133 gap_ev=12.46
C -1.241 1.674 -2.038
C 0.217 1.186 -1.925
H -1.922 1.117 -1.474
H -1.395 2.722 -1.782
H -1.599 1.466 -3.131
H 0.739 1.288 -0.974
H 0.010 0.063 -1.821
H 0.773 1.286 -2.808
C -0.063 -0.961 1.703
C 1.163 -1.679 2.376
H -0.631 -0.401 2.407
H 0.195 -0.322 0.927
H -0.633 -1.804 1.309
H 1.609 -2.255 1.562
H 1.993 -1.030 2.584
H 0.784 -2.351 3.086



[9]
16
Properties=species:S:1:pos:R:3 method="wB97M-V/def2-TZVPD" de_lowest_kcal_mol=10.7 total_charge=0 energy_ev=-4342.0648 gap_ev=12.50
C -0.673 0.979 1.153
C -1.990 1.758 0.960
H 0.203 1.620 0.997
H -0.601 0.654 2.190
H -0.640 0.190 0.414
H -2.354 1.721 -0.072
H -1.844 2.820 1.155
H -2.709 1.359 1.679
C 2.040 -1.254 -0.829
C 0.583 -1.503 -1.220
H 2.182 -1.551 0.211
H 2.714 -1.857 -1.461
H 2.396 -0.283 -1.176
H 0.466 -1.793 -2.263
H 0.182 -2.305 -0.605
H 0.043 -0.559 -1.133



[10]
16
Properties=species:S:1:pos:R:3 method="wB97M-V/def2-TZVPD" de_lowest_kcal_mol=17.7 total_charge=0 energy_ev=-4341.7621 gap_ev=12.22
C -0.423 1.714 0.247
C -1.906 1.577 0.396
H 0.012 1.145 -0.522
H -0.162 2.744 -0.052
H 0.182 1.529 1.127
H -2.439 1.656 -0.611
H -2.094 0.553 0.830
H -2.403 2.340 1.072
C 0.394 -1.436 -0.430
C 1.827 -1.787 -0.233
H 0.136 -0.696 0.353
H 0.219 -0.965 -1.435
H -0.244 -2.267 -0.270
H 2.202 -2.725 -0.902
H 2.050 -2.310 0.767
H 2.649 -1.071 -0.337



[11]
16
Properties=species:S:1:pos:R:3 method="wB97M-V/def2-TZVPD" de_lowest_kcal_mol=47.6 total_charge=0 energy_ev=-4340.4648 gap_ev=11.98
C -1.948 0.113 -2.368
C -1.039 -0.138 -1.128
H -1.446 -0.547 -3.122
H -2.951 -0.397 -2.252
H -2.030 1.141 -2.423
H -0.855 1.020 -0.747
H -0.222 -0.885 -1.477
H -1.418 -0.658 -0.170
C 1.922 0.217 1.207
C 1.063 -0.239 2.254
H 1.981 1.387 1.203
H 2.951 0.040 1.089
H 1.528 -0.025 0.265
H 0.699 -1.159 1.960
H 0.132 0.372 2.459
H 1.633 -0.243 3.250



[12]
16
Properties=species:S:1:pos:R:3 method="wB97M-V/def2-TZVPD" de_lowest_kcal_mol=21.6 total_charge=0 energy_ev=-4341.5896 gap_ev=12.31
C -1.397 1.452 -1.473
C -0.415 0.858 -2.470
H -1.864 2.360 -1.957
H -2.210 0.765 -1.214
H -0.947 1.703 -0.548
H 0.124 0.019 -1.994
H 0.480 1.483 -2.595
H -0.879 0.606 -3.358
C 0.523 -0.994 2.565
C 1.230 -1.281 1.268
H 1.097 -0.296 3.346
H -0.505 -0.369 2.495
H 0.448 -2.042 3.003
H 1.367 -0.435 0.679
H 2.220 -1.753 1.462
H 0.728 -2.075 0.791



[13]
16
Properties=species:S:1:pos:R:3 method="wB97M-V/def2-TZVPD" de_lowest_kcal_mol=18.8 total_charge=0 energy_ev=-4341.7132 gap_ev=12.24
C 1.428 0.998 -2.459
C 0.021 0.998 -1.891
H 1.614 0.209 -3.204
H 1.575 1.761 -3.246
H 2.254 0.892 -1.749
H -0.238 2.024 -1.669
H 0.078 0.512 -0.929
H -0.817 0.622 -2.521
C -0.614 -0.520 1.667
C -0.922 -1.439 2.891
H -0.270 -1.212 0.860
H -1.472 0.089 1.404
H 0.306 0.076 1.634
H -1.045 -0.868 3.797
H -0.097 -2.150 2.855
H -1.801 -1.993 2.562



[14]
16
Properties=species:S:1:pos:R:3 method="wB97M-V/def2-TZVPD" de_lowest_kcal_mol=17.2 total_charge=0 energy_ev=-4341.7805 gap_ev=12.18
C -1.194 1.385 -1.227
C 0.155 1.906 -1.812
H -2.049 1.989 -1.541
H -1.283 0.380 -1.635
H -1.379 1.398 -0.150
H 0.296 2.915 -1.419
H 1.019 1.339 -1.473
H -0.042 2.037 -2.874
C 0.561 -1.410 2.211
C 0.671 -1.932 0.804
H -0.460 -1.219 2.573
H 1.073 -2.061 2.927
H 0.786 -0.333 2.359
H -0.347 -2.263 0.502
H 1.201 -2.870 0.739
H 0.991 -1.261 0.016



[15]
16
Properties=species:S:1:pos:R:3 method="wB97M-V/def2-TZVPD" de_lowest_kcal_mol=12.0 total_charge=0 energy_ev=-4342.0089 gap_ev=12.59
C -1.811 -0.380 -0.852
C -1.050 -0.688 -2.140
H -1.999 -1.292 -0.305
H -1.112 0.234 -0.234
H -2.677 0.304 -0.926
H -1.623 -0.522 -3.056
H -0.633 -1.743 -2.165
H -0.121 -0.130 -2.222
C 1.437 1.297 1.324
C 1.313 -0.212 1.545
H 1.963 1.501 0.401
H 0.444 1.784 1.384
H 1.914 1.697 2.231
H 0.421 -0.512 2.068
H 2.088 -0.494 2.288
H 1.447 -0.843 0.658



[16]
16
Properties=species:S:1:pos:R:3 method="wB97M-V/def2-TZVPD" de_lowest_kcal_mol=32.5 total_charge=0 energy_ev=-4341.1209 gap_ev=12.05
C -1.336 2.185 -1.246
C -0.279 1.807 -0.173
H -1.669 3.167 -1.202
H -0.824 2.053 -2.324
H -2.219 1.468 -1.062
H 0.801 2.071 -0.521
H -0.273 0.612 0.090
H -0.394 2.401 0.735
C 0.193 -1.609 1.072
C 1.295 -2.303 0.341
H 0.512 -1.628 2.098
H 0.120 -0.557 0.658
H -0.771 -2.207 1.048
H 1.077 -3.313 0.036
H 1.631 -1.845 -0.578
H 2.134 -2.303 1.028



[17]
16
Properties=species:S:1:pos:R:3 method="wB97M-V/def2-TZVPD" de_lowest_kcal_mol=13.6 total_charge=0 energy_ev=-4341.9394 gap_ev=12.57
C -2.183 -0.029 -0.939
C -2.048 1.373 -0.320
H -1.226 -0.435 -1.186
H -2.601 -0.862 -0.320
H -2.840 0.081 -1.794
H -1.012 1.515 0.050
H -2.696 1.576 0.525
H -2.243 2.140 -1.118
C 2.258 -0.029 0.283
C 2.020 -1.382 0.946
H 3.272 0.379 0.170
H 1.641 0.021 -0.607
H 1.753 0.803 0.818
H 1.146 -1.430 1.623
H 2.878 -1.553 1.651
H 1.878 -2.168 0.217



[18]
16
Properties=species:S:1:pos:R:3 method="wB97M-V/def2-TZVPD" de_lowest_kcal_mol=16.7 total_charge=0 energy_ev=-4341.8027 gap_ev=12.43
C 0.547 1.581 -1.408
C 1.825 1.239 -0.657
H 0.508 2.611 -1.770
H 0.461 0.973 -2.312
H -0.309 1.448 -0.745
H 2.632 1.076 -1.380
H 1.916 1.923 0.178
H 1.792 0.191 -0.338
C -1.187 -1.391 0.283
C -1.154 -1.373 1.855
H -1.566 -0.419 -0.002
H -0.145 -1.407 -0.067
H -1.535 -2.337 -0.115
H -0.872 -2.375 2.155
H -2.211 -1.288 2.141
H -0.700 -0.451 2.184



[19]
16
Properties=species:S:1:pos:R:3 method="wB97M-V/def2-TZVPD" de_lowest_kcal_mol=21.9 total_charge=0 energy_ev=-4341.5781 gap_ev=12.68
C -1.415 -0.711 -0.935
C -2.748 -0.100 -1.339
H -1.497 -1.047 0.133
H -1.041 -1.537 -1.617
H -0.694 0.021 -0.826
H -3.338 -0.915 -1.697
H -3.216 0.345 -0.475
H -2.549 0.739 -1.967
C 1.382 0.124 1.255
C 2.741 0.702 0.998
H 0.961 -0.258 0.312
H 1.448 -0.742 1.864
H 0.764 0.867 1.660
H 3.221 1.093 1.957
H 2.876 1.369 0.146
H 3.305 -0.024 0.634



[20]
16
Properties=species:S:1:pos:R:3 method="wB97M-V/def2-TZVPD" de_lowest_kcal_mol=23.7 total_charge=0 energy_ev=-4341.4986 gap_ev=12.41
C -0.154 2.604 -1.324
C 0.921 1.554 -1.426
H -0.620 2.980 -2.259
H -1.019 2.171 -0.772
H 0.152 3.509 -0.778
H 1.531 1.453 -0.508
H 1.606 1.999 -2.172
H 0.692 0.539 -1.713
C -0.989 -1.560 1.202
C 0.284 -2.466 1.407
H -1.040 -0.761 2.023
H -1.192 -1.457 0.145
H -1.639 -2.259 1.732
H -0.061 -3.449 0.996
H 0.312 -2.650 2.494
H 1.216 -2.207 0.953



[21]
16
Properties=species:S:1:pos:R:3 method="wB97M-V/def2-TZVPD" de_lowest_kcal_mol=11.8 total_charge=0 energy_ev=-4342.0165 gap_ev=12.48
C 0.918 -1.997 0.091
C -0.502 -1.513 0.389
H 1.093 -2.188 -0.969
H 1.711 -1.437 0.552
H 1.069 -3.010 0.485
H -0.881 -0.911 -0.432
H -0.538 -0.861 1.254
H -1.119 -2.409 0.357
C -0.941 2.039 -0.151
C 0.472 1.567 -0.338
H -1.291 2.945 -0.636
H -1.660 1.223 -0.276
H -1.113 2.244 0.914
H 0.790 1.131 -1.295
H 0.767 0.813 0.381
H 1.224 2.363 -0.327



[22]
16
Properties=species:S:1:pos:R:3 method="wB97M-V/def2-TZVPD" de_lowest_kcal_mol=5.2 total_charge=0 energy_ev=-4342.3032 gap_ev=12.82
C -1.524 1.655 -0.447
C -2.244 1.082 0.796
H -0.741 2.351 -0.140
H -0.970 0.905 -1.006
H -2.198 2.145 -1.142
H -1.982 1.656 1.682
H -1.939 0.068 1.040
H -3.308 1.145 0.587
C 2.490 -1.836 -0.230
C 1.267 -0.944 -0.116
H 2.776 -2.160 0.767
H 2.269 -2.728 -0.821
H 3.325 -1.368 -0.748
H 0.816 -0.651 -1.063
H 1.485 0.033 0.328
H 0.480 -1.351 0.513



[23]
16
Properties=species:S:1:pos:R:3 method="wB97M-V/def2-TZVPD" de_lowest_kcal_mol=25.0 total_charge=0 energy_ev=-4341.4455 gap_ev=12.19
C -1.680 -0.399 0.757
C -2.688 -1.401 0.290
H -0.787 -0.806 1.270
H -1.290 0.092 -0.135
H -2.083 0.307 1.592
H -3.085 -1.353 -0.692
H -2.139 -2.443 0.374
H -3.486 -1.569 1.012
C 2.007 0.209 -0.197
C 2.313 1.612 -0.883
H 2.850 -0.358 -0.524
H 1.977 0.272 0.870
H 1.033 -0.305 -0.332
H 1.442 2.175 -1.221
H 2.931 1.628 -1.740
H 2.930 2.231 -0.275



[24]
16
Properties=species:S:1:pos:R:3 method="wB97M-V/def2-TZVPD" de_lowest_kcal_mol=35.7 total_charge=0 energy_ev=-4340.9787 gap_ev=12.29
C 1.100 -2.073 -1.715
C 1.471 -0.777 -0.964
H 0.009 -2.489 -1.744
H 1.338 -1.817 -2.795
H 1.617 -2.946 -1.244
H 1.565 0.105 -1.510
H 2.430 -0.708 -0.451
H 0.781 -0.490 -0.191
C -1.864 0.948 1.361
C -0.642 1.886 1.381
H -2.142 0.501 2.223
H -2.787 1.571 1.083
H -1.719 0.065 0.720
H -0.439 2.088 2.436
H 0.069 1.338 0.814
H -0.789 2.797 0.595



[25]
16
Properties=species:S:1:pos:R:3 method="wB97M-V/def2-TZVPD" de_lowest_kcal_mol=23.2 total_charge=0 energy_ev=-4341.5231 gap_ev=12.59
C -1.427 -0.696 -0.917
C -2.765 0.080 -1.327
H -1.521 -1.014 0.121
H -1.357 -1.516 -1.565
H -0.517 -0.002 -0.960
H -3.604 -0.633 -1.632
H -3.111 0.834 -0.472
H -2.555 0.875 -2.157
C 1.339 0.083 1.099
C 2.874 0.393 1.105
H 0.948 -0.010 0.104
H 1.181 -0.880 1.616
H 0.787 0.881 1.630
H 3.127 0.514 2.164
H 2.952 1.432 0.621
H 3.649 -0.342 0.572



[26]
16
Properties=species:S:1:pos:R:3 method="wB97M-V/def2-TZVPD" de_lowest_kcal_mol=21.9 total_charge=0 energy_ev=-4341.5806 gap_ev=12.35
C -1.423 -0.451 -0.809
C -2.031 -1.907 -0.813
H -1.057 -0.274 -1.799
H -2.333 0.041 -0.457
H -0.689 -0.392 -0.038
H -2.723 -1.929 -1.666
H -1.186 -2.514 -1.176
H -2.388 -2.375 0.098
C 1.271 1.200 0.319
C 2.285 1.318 1.423
H 1.236 2.000 -0.403
H 1.313 0.303 -0.313
H 0.228 1.010 0.615
H 2.630 0.317 1.702
H 1.743 1.741 2.278
H 3.124 1.914 1.039



[27]
16
Properties=species:S:1:pos:R:3 method="wB97M-V/def2-TZVPD" de_lowest_kcal_mol=10.0 total_charge=0 energy_ev=-4342.0964 gap_ev=12.71
C 0.343 -0.826 -1.378
C 0.974 -2.226 -1.222
H -0.396 -0.804 -2.211
H -0.182 -0.595 -0.415
H 1.166 -0.069 -1.553
H 1.788 -2.159 -0.476
H 1.340 -2.619 -2.206
H 0.193 -2.962 -0.781
C -1.324 1.273 0.909
C -0.027 1.800 1.642
H -2.193 1.760 1.360
H -1.213 1.443 -0.178
H -1.467 0.213 1.090
H 0.917 1.446 1.050
H 0.075 1.393 2.653
H 0.007 2.930 1.716



[28]
16
Properties=species:S:1:pos:R:3 method="wB97M-V/def2-TZVPD" de_lowest_kcal_mol=37.4 total_charge=0 energy_ev=-4340.9047 gap_ev=12.20
C -1.325 1.284 -2.075
C -0.411 1.779 -0.948
H -2.178 1.829 -2.330
H -0.834 1.253 -3.205
H -1.711 0.268 -1.971
H 0.176 1.072 -0.509
H -1.068 2.312 -0.353
H 0.384 2.504 -1.396
C 1.044 -1.044 1.086
C 0.745 -2.113 2.066
H 1.126 -0.019 1.692
H 1.895 -1.249 0.535
H 0.050 -0.831 0.561
H 1.373 -1.870 3.041
H -0.342 -2.164 2.233
H 1.076 -3.011 1.572



[29]
16
Properties=species:S:1:pos:R:3 method="wB97M-V/def2-TZVPD" de_lowest_kcal_mol=25.9 total_charge=0 energy_ev=-4341.4038 gap_ev=12.52
C -0.066 1.198 -1.221
C -0.026 2.730 -1.491
H -0.608 1.072 -0.284
H -0.723 0.784 -1.993
H 0.895 0.726 -1.141
H -0.906 3.352 -1.078
H -0.091 3.153 -2.445
H 0.868 3.016 -0.961
C 0.019 -1.355 1.767
C 0.178 -2.685 0.887
H 0.926 -1.056 2.231
H -0.523 -0.631 1.172
H -0.657 -1.703 2.580
H 0.151 -2.383 -0.165
H 1.234 -2.885 1.065
H -0.669 -3.332 1.076



[30]
16
Properties=species:S:1:pos:R:3 method="wB97M-V/def2-TZVPD" de_lowest_kcal_mol=36.8 total_charge=0 energy_ev=-4340.9303 gap_ev=12.43
C -1.559 -0.141 -0.086
C -2.981 -0.238 -0.629
H -1.567 0.450 0.777
H -0.970 -1.008 -0.105
H -0.980 0.503 -0.751
H -3.547 -0.912 0.148
H -3.005 -0.677 -1.573
H -3.484 0.739 -0.714
C 1.726 0.255 1.008
C 2.748 0.118 -0.292
H 0.972 0.889 0.622
H 1.560 -0.653 1.486
H 2.166 0.607 1.893
H 2.501 0.637 -1.263
H 3.794 0.270 0.104
H 2.627 -0.840 -0.625



[31]
16
Properties=species:S:1:pos:R:3 method="wB97M-V/def2-TZVPD" de_lowest_kcal_mol=12.6 total_charge=+1 spin_multiplicity=2 s2=0.75 energy_ev=-4330.6864 gap_ev="11.71 / 3.98"
C 1.735 -0.354 1.564
C 0.255 -0.267 1.980
H 2.042 0.481 0.929
H 2.347 -0.259 2.459
H 1.844 -1.340 1.116
H 0.036 0.764 2.264
H -0.342 -0.590 1.127
H 0.058 -0.815 2.898
C -1.593 -0.115 -1.940
C -0.440 0.720 -1.716
H -1.826 -0.395 -0.825
H -2.419 0.442 -2.353
H -1.461 -1.165 -2.263
H 0.331 0.226 -1.093
H -0.803 1.740 -1.511
H 0.236 0.927 -2.634